1.
{"formula": "C20H24ClN3O", "method": "the ωB97M-V functional and the def2-TZVPD basis", "species": ["O", "C", "C", "C", "N", "C", "C", "N", "C", "C", "C", "C", "C", "C", "C", "C", "C", "N", "C", "C", "C", "C", "C", "C", "Cl", "H", "H", "H", "H", "H", "H", "H", "H", "H", "H", "H", "H", "H", "H", "H", "H", "H", "H", "H", "H", "H", "H", "H", "H"], "xyz": [[-4.11031, 0.57694, -2.10057], [-3.05653, 0.05194, -1.81156], [-2.47855, -1.09336, -2.63375], [-0.98387, -0.95147, -2.94069], [-0.16098, -1.08843, -1.74914], [-0.07714, -2.47475, -1.29463], [1.09551, -2.66368, -0.34478], [2.35757, -2.49275, -1.04826], [3.49351, -2.33024, -0.15043], [3.42515, -1.12643, 0.76039], [3.85747, 0.12376, 0.33299], [3.72312, 1.23531, 1.14590], [3.15634, 1.11334, 2.40292], [2.73817, -0.12872, 2.84730], [2.87332, -1.23884, 2.03206], [2.25202, -1.52028, -2.12539], [1.16524, -0.47857, -1.85450], [-2.28175, 0.37124, -0.74047], [-2.50288, 1.34371, 0.22457], [-3.62321, 2.17500, 0.22900], [-3.79642, 3.12536, 1.21708], [-2.86022, 3.27387, 2.22557], [-1.74264, 2.45727, 2.24378], [-1.57139, 1.50544, 1.25698], [-0.16001, 0.49127, 1.32446], [-3.03641, -1.13192, -3.57038], [-2.66616, -2.02476, -2.09633], [-0.81443, 0.04221, -3.36355], [-0.71251, -1.69724, -3.70807], [0.03102, -3.17006, -2.14236], [-1.00165, -2.72650, -0.76639], [0.98045, -1.95610, 0.48997], [1.07357, -3.67907, 0.06583], [3.54432, -3.24142, 0.45438], [4.39193, -2.28327, -0.77138], [4.31069, 0.23121, -0.64254], [4.06224, 2.19985, 0.79666], [3.04651, 1.98220, 3.03507], [2.30230, -0.23446, 3.83025], [2.55514, -2.20806, 2.39077], [3.21244, -1.02847, -2.27815], [2.00864, -2.06064, -3.05032], [1.16199, 0.27510, -2.64387], [1.38788, 0.02823, -0.90897], [-1.37894, -0.11758, -0.69870], [-4.35202, 2.06005, -0.55572], [-4.67246, 3.75540, 1.19592], [-2.99420, 4.01664, 2.99646], [-1.00216, 2.55365, 3.02286]], "atomic_forces_ev_per_a": [[-0.3, 0.1, -0.1], [0.1, -0.4, -0.2], [0.1, 0.1, -0.1], [-0.1, -0.1, -0.1], [0.2, -0.1, -0.1], [-0.1, -0.2, 0.2], [-0.1, -0.2, 0.0], [0.0, -0.1, 0.0], [0.0, -0.1, -0.1], [0.0, -0.1, 0.0], [0.0, 0.0, 0.0], [0.0, 0.1, 0.0], [0.0, 0.0, 0.1], [0.0, 0.0, 0.1], [0.1, 0.0, 0.0], [-0.2, 0.1, -0.3], [0.4, 0.1, 0.1], [0.4, 0.0, 0.3], [-0.2, 0.3, 0.2], [-0.1, 0.0, -0.1], [0.1, 0.0, 0.1], [0.0, 0.0, 0.0], [0.0, 0.0, 0.0], [-0.1, 0.0, 0.0], [0.0, 0.0, 0.1], [0.0, 0.0, 0.1], [0.0, -0.1, 0.0], [0.0, -0.1, 0.0], [0.0, 0.1, 0.0], [0.0, 0.0, 0.0], [0.1, -0.1, -0.1], [0.0, -0.1, -0.1], [-0.1, 0.1, 0.1], [0.1, 0.1, 0.0], [0.0, 0.0, 0.1], [0.1, 0.0, -0.1], [0.0, 0.1, 0.0], [0.0, 0.1, 0.0], [0.0, 0.0, 0.1], [0.0, -0.1, 0.0], [0.0, 0.0, 0.0], [0.1, 0.2, 0.0], [0.0, 0.0, 0.0], [0.0, 0.0, -0.2], [-0.1, 0.0, -0.1], [0.0, 0.0, 0.0], [-0.1, 0.0, 0.0], [0.0, 0.1, 0.1], [0.1, 0.0, 0.0]], "smiles": "O=C(CCN1CCN(Cc2ccccc2)CC1)Nc1ccccc1Cl", "e_homo_ev": -8.35}



2.
{"formula": "C3H12NO3", "method": "the ωB97M-V functional and the def2-TZVPD basis", "species": ["C", "N", "C", "C", "O", "H", "H", "H", "H", "H", "H", "H", "H", "H", "H", "O", "H", "H", "O"], "xyz": [[0.10194, 1.68556, 1.05255], [1.43450, 1.15945, 0.72420], [1.39912, 0.48934, -0.59837], [0.94327, -1.01112, -0.53827], [0.64895, -1.43916, 0.76479], [-0.00154, 1.84497, 2.12046], [-0.67565, 1.12389, 0.53180], [0.02603, 2.66648, 0.55364], [1.65334, 0.36864, 1.32703], [2.35996, 0.53382, -1.11687], [0.68890, 1.05790, -1.20120], [1.80323, -1.60786, -0.85606], [0.06657, -1.15270, -1.16635], [-2.64439, -1.66348, 0.23266], [-0.32521, -1.36369, 0.93116], [-1.84418, -1.12539, 0.27083], [-1.95958, 1.25638, -1.27946], [-1.90046, -0.32990, -0.75495], [-1.89344, 0.38713, -1.62475]], "atomic_forces_ev_per_a": [[0.6, 0.6, -1.4], [0.6, -0.8, -0.5], [-0.6, 0.4, 0.1], [0.1, 0.4, 0.4], [0.5, -0.2, 0.8], [-0.3, -0.3, 0.1], [-0.3, -0.4, 0.9], [0.1, 0.1, 0.3], [-0.3, 0.3, 0.4], [0.2, 0.2, 0.2], [0.0, -0.1, -0.2], [-0.2, -0.2, -0.3], [0.2, -0.1, -0.2], [0.3, 0.1, 0.1], [-0.1, 0.0, -0.8], [-0.6, -0.3, 0.4], [-0.2, 1.1, 0.5], [0.0, 0.5, -0.3], [0.1, -1.2, -0.6]], "charge": -1, "e_homo_ev": -4.66}



3.
{"formula": "C2H9NSi", "method": "the ωB97M-V functional and the def2-TZVPD basis", "species": ["C", "C", "N", "Si", "H", "H", "H", "H", "H", "H", "H", "H", "H"], "xyz": [[-1.35501, -0.88099, -0.21892], [0.03081, -0.92775, 0.07259], [0.49837, 0.29803, -0.69305], [0.81053, 1.51166, 0.43930], [-1.78863, 0.00227, 0.35651], [-1.35386, -0.64114, -1.31491], [-1.81653, -1.81711, -0.17463], [0.25539, -0.90336, 1.12715], [0.29741, -1.71805, -0.43987], [1.33479, 0.02065, -1.34975], [1.17171, 2.77398, -0.01810], [2.22932, 1.14315, 0.95005], [-0.31430, 1.13868, 1.26364]], "atomic_forces_ev_per_a": [[-3.2, 2.5, -1.2], [0.7, 4.4, 0.4], [3.1, -1.8, -2.2], [2.4, -1.8, 0.8], [-0.4, -1.5, -0.9], [-0.7, 0.0, 1.0], [-1.4, -1.3, 1.0], [0.5, -0.4, 0.3], [2.7, -4.2, -1.9], [-2.2, 0.9, 1.8], [-0.5, 2.0, -0.7], [-0.9, 0.2, 0.6], [-0.3, 1.0, 1.0]], "smiles": "CCN[SiH3]", "e_homo_ev": -9.01}



4.
{"formula": "C10H11I2OP", "method": "the ωB97M-V functional and the def2-TZVPD basis", "species": ["C", "C", "C", "C", "C", "C", "C", "C", "C", "C", "O", "P", "I", "I", "H", "H", "H", "H", "H", "H", "H", "H", "H", "H", "H"], "xyz": [[-2.27201, 1.04926, -2.68586], [-1.41368, 0.00580, -2.46128], [-2.52499, 1.95316, -1.61857], [-0.76601, -0.13170, -1.26749], [-1.64479, 1.92136, -0.51655], [-0.74751, 0.88697, -0.35688], [1.84240, -1.28899, 1.58700], [0.31954, -1.06597, 1.58356], [2.60457, 0.03420, 1.60565], [1.95903, 0.90877, 0.47216], [-0.15399, 1.64999, 2.26230], [0.20534, 0.77053, 1.16361], [4.80073, -0.10663, 1.47629], [2.41925, 3.11102, 0.62084], [-2.72129, 1.15151, -3.68223], [-1.34529, -0.70792, -3.28201], [-3.14951, 2.78335, -1.88138], [-0.04247, -0.95122, -1.16728], [-1.79047, 2.83571, 0.20444], [2.31518, -1.63944, 2.47967], [2.19564, -1.96115, 0.77114], [-0.04031, -1.54783, 0.72768], [-0.26630, -1.33138, 2.55415], [2.31788, 0.58948, 2.59120], [1.91908, 0.56352, -0.61045]], "atomic_forces_ev_per_a": [[-0.8, 1.0, 0.9], [-0.7, -0.8, -1.4], [2.0, -0.7, -1.6], [2.0, -1.0, -0.6], [-2.3, 2.9, 0.5], [-1.0, 0.4, 1.5], [1.6, -0.4, 0.2], [0.4, 1.6, 1.9], [-0.5, 2.4, -0.8], [-0.8, 0.6, 1.1], [-0.4, 1.0, 1.1], [0.8, -1.6, -1.6], [-1.2, -0.1, 0.1], [-0.1, -1.6, -0.4], [-0.1, 0.1, 0.6], [0.4, -0.1, 0.4], [-0.4, 0.4, 0.6], [-0.5, 0.1, 0.0], [0.8, -2.2, -1.1], [-0.6, -1.4, 0.9], [-0.3, 0.6, 0.4], [-1.0, -1.0, -0.8], [1.1, 0.5, -1.8], [1.0, -0.9, -1.6], [0.7, 0.4, 1.5]], "e_homo_ev": -9.31}



5.
{"formula": "C4H7N3", "method": "the ωB97M-V functional and the def2-TZVPD basis", "species": ["C", "C", "N", "C", "N", "C", "N", "H", "H", "H", "H", "H", "H", "H"], "xyz": [[-2.24716, 0.18700, -0.13011], [-0.86468, -0.41210, 0.03025], [0.12036, 0.69346, 0.02387], [1.45938, 0.38164, 0.05918], [1.70080, -0.86752, 0.05870], [2.91920, 0.47325, 0.06901], [4.09314, 0.67052, 0.08627], [-2.32915, 0.73230, -1.07516], [-2.45822, 0.86521, 0.70111], [-2.99745, -0.60578, -0.13273], [-0.66149, -1.10261, -0.79686], [-0.79069, -0.98401, 0.96725], [-0.20550, 1.61815, 0.19308], [2.26146, -1.64949, -0.05387]], "atomic_forces_ev_per_a": [[0.0, 0.1, 0.0], [0.2, 0.3, 0.0], [1.2, 0.5, 0.0], [1.1, -2.7, -0.2], [-3.3, -2.2, 0.2], [1.9, 4.4, 0.1], [-2.7, -0.7, -0.1], [0.0, 0.0, 0.1], [-0.1, 0.0, -0.1], [0.0, 0.1, 0.1], [0.2, 0.2, 0.2], [0.1, 0.1, -0.3], [-0.1, 0.5, 0.1], [1.6, -0.6, -0.1]], "e_homo_ev": -8.35}



6.
{"formula": "C4H13NS", "method": "the ωB97M-V functional and the def2-TZVPD basis", "species": ["C", "N", "C", "H", "H", "H", "H", "H", "H", "H", "C", "S", "C", "H", "H", "H", "H", "H", "H"], "xyz": [[1.97784, 1.84676, -0.21890], [0.97996, 2.17129, -1.29774], [-0.31713, 2.11817, -0.63857], [3.10618, 1.47235, -0.38629], [2.10189, 2.78559, 0.40373], [1.59818, 1.09502, 0.39917], [1.03496, 1.29267, -1.85979], [-0.54128, 1.02268, -0.61764], [-1.11750, 2.70170, -1.24056], [-0.36906, 2.54962, 0.44515], [-0.14565, -1.20646, 0.95575], [-0.50206, -1.92216, -0.57845], [-1.74951, -2.97857, 0.08267], [-0.61005, -1.72862, 1.82977], [-0.41133, -0.11904, 1.02338], [0.87296, -1.36007, 1.14262], [-1.14362, -3.76656, 0.50295], [-2.38934, -2.52863, 0.80293], [-2.37544, -3.44574, -0.75018]], "atomic_forces_ev_per_a": [[2.5, 2.0, 0.1], [2.2, -1.3, 0.2], [-2.0, 0.3, 0.3], [-2.6, 1.0, -0.8], [-0.1, -1.1, -0.6], [-0.8, -1.3, 1.3], [-0.3, 1.3, 0.0], [-0.8, 1.0, 0.4], [1.3, -1.1, 0.9], [0.5, -0.7, -2.0], [-0.7, 1.4, 2.3], [-0.5, 0.4, -1.6], [-0.7, -2.2, -2.1], [0.0, 0.4, -0.9], [0.3, -1.0, 0.0], [1.8, 0.4, 0.3], [-0.5, -0.6, 0.6], [-0.4, 0.5, 0.4], [0.8, 0.7, 1.1]], "smiles": "CNC.CSC", "e_homo_ev": -8.56}



What did we get for energy relative to the best compared isomer or geometry (same formula, charge and spin)? Answer: 3.47, 22.45, 67.03, 13.25, 91.81, 46.98 kcal per mole, in the order shown.
What did we get for frontier orbital gap? Answer: 9.08, 8.82, 10.10, 9.27, 9.06, 9.51 eV, in the order shown.
What did we get for DFT total energy? Answer: -1476.2319, -401.9799, -425.7598, -1399.6183, -320.7370, -613.0541 a.u., in the order shown.